Record 1
DFT (ωB97M-V/def2-TZVPD) results for C33H23N4O4P2Se2Ti as an isolated structure.

Last column: Mulliken charge in e.
Cartesian coordinates (Å):
Se: 2.380 0.238 -2.565  -0.41
Se: 1.126 -0.014 4.324  -0.41
Ti: -0.932 0.041 2.989  0.31
P: 1.265 0.005 1.299  0.46
P: 0.286 0.035 -2.640  1.20
O: -2.149 3.544 4.446  -0.70
O: -1.361 -1.796 3.136  -0.28
O: -1.281 1.892 3.162  -0.25
O: -2.295 -3.428 4.398  -0.70
N: -1.947 0.104 -1.129  -0.04
N: -1.390 0.068 0.940  1.39
N: -2.421 0.103 0.093  -1.54
N: -2.125 0.056 4.476  -0.25
C: -3.191 0.061 6.994  -0.34
C: 0.254 -3.566 -4.568  -0.58
C: -2.896 1.275 6.356  -0.42
C: -0.997 3.768 -3.548  -0.65
C: -0.479 1.416 -3.531  0.28
C: -2.367 1.248 5.095  0.02
C: -2.020 -2.274 4.189  0.39
C: 3.044 -4.099 0.200  -0.48
C: 3.817 -2.978 -0.055  -0.89
C: -2.946 -1.155 6.339  -0.42
C: -1.472 2.418 -5.482  -0.68
C: -2.043 -2.913 -4.278  -0.75
C: -0.491 2.657 -2.894  -0.31
C: -0.223 0.040 0.250  -0.25
C: -0.274 -1.483 -3.477  -0.03
C: 3.998 2.954 0.291  -0.74
C: 1.323 2.693 0.967  -0.87
C: -1.920 2.383 4.222  0.44
C: 3.467 1.697 0.552  -0.28
C: 0.668 -2.394 -3.939  -0.61
C: 1.307 -2.687 1.082  -0.54
C: -1.638 -1.746 -3.645  -0.01
C: -0.585 0.056 -1.079  0.38
C: -0.967 1.299 -4.825  -0.41
C: 2.073 -1.551 0.807  1.19
C: -1.098 -3.823 -4.740  -0.39
C: 3.191 4.080 0.350  -0.52
C: 2.122 1.552 0.870  1.18
C: 1.851 3.946 0.697  -0.75
C: 1.785 -3.951 0.770  -0.87
C: 3.333 -1.708 0.245  -0.20
C: -2.418 -1.133 5.078  0.04
C: -1.489 3.649 -4.845  -0.42
H: -3.599 0.063 7.998  0.40
H: -1.419 -4.737 -5.228  0.38
H: 1.172 -4.819 0.986  0.44
H: 5.047 3.047 0.030  0.40
H: -1.887 4.518 -5.356  0.36
H: 3.941 -0.855 -0.001  0.10
H: 3.420 -5.087 -0.043  0.39
H: 3.606 5.059 0.140  0.37
H: 1.720 -2.178 -3.796  0.27
H: 4.797 -3.081 -0.508  0.39
H: -2.370 -1.048 -3.257  0.41
H: -3.100 -3.118 -4.402  0.39
H: 0.287 2.612 1.265  0.43
H: -3.069 2.231 6.834  0.47
H: 1.213 4.820 0.774  0.44
H: -1.854 2.323 -6.492  0.38
H: -0.103 2.748 -1.885  0.28
H: -3.159 -2.110 6.805  0.46
H: 4.118 0.841 0.498  0.30
H: -0.956 0.338 -5.324  0.40
H: 0.337 -2.593 1.552  0.45
H: -1.011 4.728 -3.046  0.40
H: 0.993 -4.278 -4.919  0.39

Summary:
total energy: -221136.0872 eV
net charge: -1
highest occupied orbital energy (spin up / spin down): -3.65 / -5.23 eV
<S²>: 2.037
multiplicity: 3
gap between HOMO and LUMO (spin up / spin down): 6.0 / 6.7 eV
E_LUMO (spin up / spin down): 0.08683 / 0.05490 Ha

Record 2
DFT (ωB97M-V/def2-TZVPD) results for C24H22BrN5O2RuS2Se as an isolated structure.

Last column: Mulliken charge in e.
Cartesian coordinates (Å):
Ru: 2.289 -1.628 -0.975  0.03
Br: 4.433 -1.739 0.216  -0.45
Se: 3.101 -0.389 -2.773  -0.32
S: 0.191 -5.828 -1.992  -0.06
S: 1.960 -3.893 -0.428  -0.31
O: -1.360 -2.643 0.290  -0.42
O: -2.679 -3.152 2.362  -0.94
N: 0.100 -0.120 0.003  0.47
N: 0.538 -2.017 -2.080  1.06
N: 0.176 -3.306 -2.391  -1.18
N: -0.127 0.745 -1.092  0.74
N: -1.001 -0.383 0.825  -0.87
C: 4.972 4.752 1.642  -0.49
C: -3.222 -1.265 1.026  -0.31
C: -1.068 1.084 -3.259  -1.23
C: 4.756 3.493 1.103  -0.49
C: 3.912 5.636 1.797  -0.37
C: 2.422 3.992 0.865  -0.03
C: 3.476 3.093 0.722  0.20
C: -1.328 2.378 -2.966  -0.42
C: -5.282 -0.039 1.442  -0.82
C: -0.212 -1.125 -2.709  -0.67
C: -5.561 -0.933 2.480  -0.34
C: 1.285 0.143 0.726  -1.04
C: -1.937 -1.388 0.245  0.55
C: 0.676 -6.713 -0.498  -0.87
C: -0.424 0.202 -2.340  1.11
C: -0.982 2.893 -1.672  -0.95
C: 0.730 -4.193 -1.638  0.56
C: -4.706 -1.976 2.784  -0.61
C: 2.637 5.253 1.404  -0.63
C: 2.244 0.973 0.379  1.12
C: -0.426 2.053 -0.782  -0.39
C: 3.290 1.725 0.178  -0.93
C: -4.107 -0.237 0.727  -0.26
C: -3.486 -2.189 2.081  0.27
H: 1.808 5.942 1.507  0.39
H: -3.872 0.429 -0.105  0.36
H: -5.960 0.768 1.195  0.37
H: -0.178 2.339 0.230  0.79
H: -1.816 3.016 -3.692  0.41
H: -2.123 -1.132 -0.807  0.16
H: -1.491 0.476 1.063  0.40
H: -0.793 -1.495 -3.547  0.26
H: 0.359 -7.743 -0.659  0.32
H: 4.081 6.620 2.216  0.37
H: 1.753 -6.686 -0.351  0.31
H: -4.933 -2.669 3.586  0.39
H: 4.103 1.308 -0.410  0.29
H: -1.176 3.919 -1.397  0.45
H: 5.971 5.044 1.942  0.36
H: -1.337 0.667 -4.221  0.42
H: -1.709 -3.034 1.158  0.50
H: 0.165 -6.302 0.369  0.31
H: 1.434 3.701 0.532  0.21
H: 1.326 -0.415 1.653  0.48
H: 5.582 2.801 0.982  0.41
H: -6.475 -0.813 3.054  0.32

Summary:
total energy: -196429.0029 eV
net charge: -1
highest occupied orbital energy (spin up / spin down): -3.98 / -3.98 eV
<S²>: 8.812
multiplicity: 6
gap between HOMO and LUMO (spin up / spin down): 6.1 / 4.6 eV
E_LUMO (spin up / spin down): 0.07928 / 0.02362 Ha

net charge of number 1 (C33H23N4O4P2Se2Ti)?
-1

Look up the net charge of the second one.
-1